(1)
Molecular formula: C50H43Cl5O4P2S6Sn
Method: DFT, the ωB97M-V functional and the def2-TZVPD basis

For the calculated total energy, the calculation gives -212774.8272 eV. As for the LUMO energy: 0.18 eV. As for the orbital gap: 6.63 eV. The HOMO energy is -6.451 eV. Its energy above the lowest of the compared OMol25 structures with the same formula, charge and spin is 18.3 kcal/mol.

The geometry in ORCA input format:
```
! wB97M-V def2-TZVPD RIJCOSX def2/J DEFGRID3
* xyz 0 1
Sn 1.26704 0.85940 0.78393
Cl 1.67797 2.55099 4.85269
C 0.15638 3.19011 4.21015
Cl -0.80578 1.95938 3.36578
H 0.39791 3.96529 3.49381
H -0.42908 3.54868 5.04545
Cl 6.70038 -1.95361 -3.72242
C 5.24890 -1.46388 -2.89326
C 5.34158 -0.70581 -1.73930
C 4.17885 -0.31861 -1.10317
Cl 4.26944 0.55115 0.39895
C 2.88323 -0.62976 -1.57552
O 1.78021 -0.24581 -1.01521
C 2.86534 -1.44773 -2.72594
Cl 1.32144 -2.01391 -3.28668
C 4.01258 -1.85016 -3.38416
H 6.30619 -0.42539 -1.33802
H 3.93948 -2.46833 -4.26858
O -0.47493 2.08475 -0.62441
P -1.28324 1.82233 -1.85522
C -2.44072 0.41790 -1.68808
P -2.10070 -0.70696 -0.27632
O -0.72219 -0.65439 0.29602
C -2.48794 -2.34249 -0.90189
C -1.45600 -3.27699 -0.92303
C -1.70511 -4.55720 -1.40161
C -2.97351 -4.89746 -1.84918
C -4.00249 -3.96064 -1.83394
C -3.76180 -2.68101 -1.36144
C -3.35908 -0.27262 0.94161
C -3.57444 1.07553 1.23591
C -4.45121 1.43206 2.24870
C -5.11564 0.44869 2.96975
C -4.90480 -0.89263 2.68275
C -4.02673 -1.25504 1.67157
C -2.29487 3.25255 -2.25655
C -1.95542 4.45461 -1.63953
C -2.65623 5.61199 -1.95107
C -3.69432 5.56579 -2.87084
C -4.04025 4.36408 -3.48061
C -3.34147 3.20732 -3.17614
C -0.28505 1.49072 -3.30967
C 1.06307 1.83061 -3.26546
C 1.86230 1.61587 -4.37995
C 1.31692 1.09033 -5.54027
C -0.03508 0.77514 -5.59774
C -0.83356 0.96955 -4.48424
H -2.40253 -0.15522 -2.61431
H -3.45683 0.78653 -1.54792
H -0.47195 -2.98548 -0.57000
H -0.90634 -5.28831 -1.42766
H -3.16482 -5.89981 -2.21064
H -4.98804 -4.23217 -2.19066
H -4.56232 -1.94841 -1.34124
H -3.03976 1.84599 0.69011
H -4.60731 2.47750 2.48325
H -5.80293 0.72887 3.75814
H -5.42187 -1.65701 3.24985
H -3.86439 -2.30107 1.44015
H -1.13827 4.47191 -0.92564
H -2.38817 6.54865 -1.47824
H -4.23605 6.46972 -3.11930
H -4.85478 4.33331 -4.19326
H -3.61443 2.27462 -3.65918
H 1.48657 2.26567 -2.36581
H 2.91690 1.84742 -4.32985
H 1.94711 0.91519 -6.40379
H -0.46360 0.36801 -6.50496
H -1.88736 0.71862 -4.54355
O 1.93884 -0.70926 2.82593
S 2.70246 -1.19787 4.02432
C 2.82488 -3.05022 3.96600
C 2.46204 -3.65043 2.64072
C 3.31611 -3.55048 1.54670
C 2.99354 -4.16400 0.34617
C 1.79794 -4.86095 0.21920
C 0.93540 -4.95228 1.30147
C 1.26813 -4.35044 2.50855
C 1.47924 -1.06558 5.37948
C 0.26631 -1.92986 5.20173
C 0.01018 -2.98281 6.07707
C -1.09606 -3.80340 5.89653
C -1.95729 -3.58010 4.83033
C -1.71215 -2.52742 3.95747
C -0.61154 -1.70189 4.14038
H 2.17547 -3.43800 4.74590
H 3.86276 -3.26401 4.22720
H 4.25342 -3.01125 1.64159
H 3.67507 -4.10037 -0.49062
H 1.54815 -5.33230 -0.72489
H 0.00373 -5.50021 1.21490
H 0.59494 -4.42437 3.35616
H 1.22507 -0.00506 5.34936
H 2.02473 -1.27463 6.30252
H 0.68300 -3.16152 6.90989
H -1.28301 -4.61486 6.58906
H -2.81706 -4.22306 4.68239
H -2.38121 -2.34150 3.12538
H -0.41847 -0.89345 3.44468
C 4.61433 4.17151 -3.26863
S 4.18097 3.70303 -1.57278
C 3.04871 4.97770 -1.13767
C 2.22561 4.86695 -0.07752
S 2.04554 3.53698 1.02149
S 1.26324 6.29776 0.24638
C 1.85071 7.31107 -1.01726
S 1.33437 8.84385 -1.30147
S 3.04607 6.51589 -1.97775
H 5.36710 3.45338 -3.59057
H 5.05234 5.16715 -3.30410
H 3.75001 4.11740 -3.92877
*
```



(2)
Molecular formula: C50H43ClCrFN3O9P
Method: DFT, the ωB97M-V functional and the def2-TZVPD basis

For the calculated total energy, the calculation gives -128393.3603 eV. As for the LUMO energy (alpha / beta): -2.36 / -2.36 eV. The expectation value of S² is 3.889. As for the orbital gap (alpha / beta): 2.42 / 2.44 eV. The HOMO energy (alpha / beta) is -4.780 / -4.793 eV. Its energy above the lowest of the compared OMol25 structures with the same formula, charge and spin is 0.0 kcal/mol.

The geometry in ORCA input format:
```
! wB97M-V def2-TZVPD RIJCOSX def2/J DEFGRID3
* xyz 0 4
Cr -0.92240 -0.96138 -0.82234
C 4.44045 3.70960 0.49973
C 4.01915 3.58479 -0.96290
N 2.79844 2.81034 -1.16256
C 2.90342 1.42344 -1.17941
C 1.79636 0.64615 -1.45558
C 2.02626 -0.84847 -1.18814
O 3.17839 -1.33165 -1.21672
O 1.02002 -1.59562 -0.87401
C 0.50494 1.24266 -1.66037
O -0.50647 0.50860 -2.01114
C 0.40665 2.65344 -1.58259
C -0.83629 3.31936 -1.69599
C -0.92049 4.69235 -1.58225
F -2.08399 5.28992 -1.84348
C 0.18636 5.48883 -1.18300
C 1.40797 4.80410 -1.05213
C 1.55609 3.42377 -1.19953
N 0.07894 6.85865 -0.80458
C 0.77311 7.93089 -1.57551
C 1.10009 9.14168 -0.71681
N -0.21356 9.66563 -0.16720
C -0.93480 8.60768 0.62814
C -1.14962 7.30849 -0.17939
H 5.40066 4.22306 0.53063
H 4.52366 2.74770 1.00880
H 3.71663 4.27341 1.07373
H 4.79772 3.05183 -1.52190
H 3.90363 4.54232 -1.46200
H 3.86883 0.98567 -0.91801
H -1.69898 2.74291 -1.98655
H 2.24936 5.38406 -0.69921
H 0.09917 8.24136 -2.40109
H 1.68201 7.52214 -2.01019
H 1.60485 9.95852 -1.28219
H 1.69429 8.89253 0.18260
H -0.78936 9.97825 -0.96625
H -0.11110 10.54378 0.42933
H -1.86686 9.00466 0.99651
H -0.27237 8.39665 1.47008
H -2.02715 7.37359 -0.86435
H -1.45000 6.56937 0.57446
O -3.54155 -2.68735 -2.05026
C -2.35652 -3.07720 -2.08646
O -1.28767 -2.32300 -2.23670
C -2.19114 -4.53835 -1.83609
C -3.33758 -5.37796 -1.81269
C -3.24085 -6.74771 -1.50068
C -1.95833 -7.30102 -1.47036
C -0.83474 -6.51660 -1.54803
C -0.92866 -5.13322 -1.66842
P 0.53961 -4.19691 -1.58975
C 1.54775 -4.92052 -0.25908
C 0.86549 -5.34331 0.90446
C 1.55536 -5.64248 2.05531
C 2.94063 -5.40111 2.09877
C 3.61810 -5.11611 0.91025
C 2.94589 -4.91763 -0.29410
C 1.36446 -4.20845 -3.22541
C 0.87197 -4.94269 -4.26696
C 1.47966 -4.90342 -5.53216
C 2.49269 -4.00678 -5.80100
C 3.07571 -3.31842 -4.72821
C 2.53039 -3.43466 -3.45869
H -4.27135 -4.92758 -2.05056
H -4.08991 -7.38827 -1.21522
H -1.76926 -8.36042 -1.31978
H 0.13392 -7.03656 -1.48746
H -0.21102 -5.45017 0.86956
H 1.04544 -6.07117 2.94218
H 3.47217 -5.43353 3.05174
H 4.71719 -4.98840 1.02851
H 3.44951 -4.78069 -1.22536
H 0.09163 -5.66658 -4.07288
H 1.18521 -5.62566 -6.28679
H 2.88037 -3.94205 -6.83283
H 3.99526 -2.75901 -4.89999
H 2.89733 -2.87376 -2.57591
Cl -4.92331 0.82454 4.65179
C -4.47141 0.55386 3.02846
C -3.58868 1.50995 2.47199
C -3.11925 1.39242 1.18872
C -3.53337 0.29566 0.35288
C -3.00874 -0.01402 -0.93360
C -4.41076 -0.66260 0.93365
C -4.87235 -0.52703 2.24957
H -3.30114 2.36786 3.09099
H -2.46980 2.19335 0.83112
H -2.65459 0.80877 -1.52769
H -3.45321 -0.90043 -1.44244
H -4.69821 -1.53485 0.37260
H -5.39508 -1.37144 2.65520
O -1.10921 -2.39732 0.79626
C -0.63641 -1.50165 1.57275
O -0.35406 -0.35396 1.13119
C -0.56359 -1.72217 3.04101
C -1.20308 -2.89099 3.50644
C -1.32803 -3.16473 4.86094
C -0.92178 -2.17533 5.69470
O -1.17669 -2.10635 7.04913
C -0.54374 -0.88919 7.46337
O 0.23701 -0.36002 6.40383
C -0.13583 -1.09353 5.29013
C 0.01918 -0.79982 3.95451
H -1.59453 -3.57029 2.75900
H -1.80149 -4.08171 5.23253
H 0.12627 -1.06651 8.29690
H -1.39187 -0.25288 7.71311
H 0.64659 0.04415 3.61540
*
```



(3)
Molecular formula: C50H43FN7O3SbSn
Method: DFT, the ωB97M-V functional and the def2-TZVPD basis

For the calculated total energy, the calculation gives -84196.2546 eV. As for the LUMO energy: -5.85 eV. As for the orbital gap: 6.37 eV. The HOMO energy is -12.224 eV. Its energy above the lowest of the compared OMol25 structures with the same formula, charge and spin is 17.2 kcal/mol.

The geometry in ORCA input format:
```
! wB97M-V def2-TZVPD RIJCOSX def2/J DEFGRID3
* xyz 2 1
Sn 0.40134 -0.36736 0.37022
N -2.61321 1.25407 -2.63078
C -1.75117 0.51827 -1.94995
N -1.33141 0.81942 -0.74666
C -1.76438 1.98058 -0.13430
N -1.34923 2.31251 1.04591
N -0.47682 1.39670 1.58400
C -0.10926 1.60835 2.78752
C 0.76828 0.64188 3.45180
C 1.27008 0.86104 4.72134
C 2.10218 -0.10351 5.27764
C 2.40155 -1.23873 4.54609
C 1.85378 -1.37676 3.27674
N 1.04575 -0.46607 2.75248
C -2.69906 2.84157 -0.84603
C -3.17470 4.04285 -0.31157
C -4.04308 4.82252 -1.04315
C -4.45166 4.41687 -2.31606
C -3.99472 3.23444 -2.86034
C -3.11707 2.45333 -2.11795
H -2.88979 0.95467 -3.55456
H -1.39017 -0.39249 -2.41444
H -0.46102 2.49095 3.31425
H 1.02311 1.76820 5.25626
H 2.51279 0.03613 6.26845
H 3.04362 -2.01200 4.94270
H 2.07317 -2.24655 2.66612
H -2.84659 4.34132 0.67381
H -4.41164 5.75199 -0.63259
H -5.13352 5.03491 -2.88400
H -4.30787 2.91883 -3.84764
C -3.64259 -7.25915 2.76413
C -4.46269 -6.02210 2.44807
C -5.41555 -5.66810 3.57664
C -6.31030 -4.51482 3.16112
C -5.48690 -3.35217 2.68089
C -5.99581 -2.07322 2.71838
C -5.22325 -0.98923 2.31062
F -5.76200 0.23066 2.36360
C -3.93635 -1.13959 1.88140
C -3.39714 -2.43041 1.82820
C -2.02536 -2.58951 1.38224
O -1.34170 -1.56609 1.09916
C -1.55028 -3.92066 1.33829
C -2.35806 -4.96576 1.75827
N -3.60835 -4.82101 2.15360
C -4.16975 -3.53828 2.21384
C -0.16127 -4.29184 1.02290
O 0.38883 -3.76312 -0.20029
O 0.55313 -5.00272 1.63266
H -4.33344 -8.04637 3.06087
H -2.95780 -7.08596 3.59608
H -3.08665 -7.64078 1.90874
H -5.04447 -6.19356 1.53754
H -4.84136 -5.41691 4.47286
H -6.01391 -6.54768 3.80961
H -6.94406 -4.19256 3.98662
H -6.98059 -4.84004 2.35986
H -7.00042 -1.89393 3.08009
H -3.33829 -0.28877 1.58946
H -1.95773 -5.96798 1.75857
N -1.05578 -2.73308 -1.87613
C -0.37867 -3.21432 -1.07843
C 0.14579 3.61517 -3.17116
C 1.56341 3.96528 -3.54256
C 1.80234 5.18709 -4.16306
C 3.06883 5.53505 -4.60840
C 4.11656 4.64478 -4.45564
C 3.89499 3.42764 -3.82629
C 2.63679 3.08510 -3.33884
Sb 2.31016 1.17305 -2.41284
C 3.01596 1.35520 -0.36596
C 3.77022 0.26889 0.09579
C 4.25640 0.22165 1.39247
C 3.98311 1.27010 2.26166
C 3.21482 2.33692 1.82637
C 2.71351 2.39576 0.52252
C 1.89943 3.58855 0.10001
C 3.99333 0.09323 -3.14623
C 3.63091 -0.95806 -3.99464
C 4.58377 -1.76860 -4.58841
C 5.92475 -1.53521 -4.32740
C 6.29302 -0.50449 -3.47984
C 5.34987 0.32400 -2.87129
C 5.86888 1.39322 -1.94132
H -0.50784 4.48071 -3.27974
H 0.06443 3.26669 -2.14064
H -0.23285 2.82069 -3.82121
H 0.97743 5.87354 -4.31311
H 3.22846 6.49070 -5.08972
H 5.10307 4.89000 -4.82592
H 4.71675 2.73385 -3.74027
H 4.01218 -0.54105 -0.58542
H 4.86738 -0.61316 1.71274
H 4.38331 1.26577 3.26818
H 3.01495 3.16349 2.50018
H 1.79636 4.30455 0.91458
H 0.89052 3.29414 -0.20132
H 2.35632 4.09982 -0.74877
H 2.58192 -1.14719 -4.19966
H 4.28375 -2.57000 -5.24993
H 6.68505 -2.15461 -4.78458
H 7.34373 -0.32859 -3.28009
H 6.71440 1.91107 -2.39626
H 6.22612 0.95251 -1.00830
H 5.11697 2.13384 -1.68051
*
```



(4)
Molecular formula: C50H44Br2IN2NiO2P2
Method: DFT, the ωB97M-V functional and the def2-TZVPD basis

For the calculated total energy, the calculation gives -267442.6230 eV. As for the LUMO energy: -2.20 eV. As for the orbital gap: 7.52 eV. The HOMO energy is -9.718 eV.

The geometry in ORCA input format:
```
! wB97M-V def2-TZVPD RIJCOSX def2/J DEFGRID3
* xyz 1 1
Ni 0.97287 0.32260 0.36238
Br 3.38486 0.03353 1.50251
C 2.91947 1.33377 2.81232
C 3.81760 1.57741 3.80825
C 3.53800 2.58807 4.75189
C 2.39535 3.32270 4.63978
C 1.45946 3.06920 3.60765
C 0.27918 3.84736 3.50110
C -0.61034 3.59591 2.50216
C -0.39272 2.52595 1.60489
C 0.71240 1.70879 1.66776
C 1.68511 2.02765 2.67226
H 4.73632 1.01245 3.86737
H 4.24368 2.78334 5.54675
H 2.18221 4.11677 5.34334
H 0.10456 4.63923 4.21641
H -1.50663 4.19456 2.40658
H -1.14956 2.35753 0.84484
C -0.91733 -2.22695 -0.96927
N -0.67599 -3.12489 0.13093
C 0.14033 -2.72428 1.24586
P -0.09338 -0.94741 1.71975
C -1.89212 -0.77559 1.81351
C -2.60842 -1.52032 2.74913
C -3.99146 -1.45534 2.78090
C -4.66752 -0.64258 1.88178
C -3.96175 0.09953 0.94699
C -2.57832 0.03061 0.91216
C 0.46147 -0.94340 3.44787
C 1.45112 -1.81744 3.89017
C 1.89320 -1.76380 5.20248
C 1.35359 -0.83777 6.08015
C 0.36629 0.03554 5.64719
C -0.07992 -0.01716 4.33887
C -1.33341 -4.35760 0.16318
C -0.80417 -5.42605 0.89139
C -1.46235 -6.64259 0.92004
C -2.64418 -6.82934 0.21833
C -3.16561 -5.77311 -0.51208
C -2.52694 -4.54468 -0.53844
P 0.53914 -1.15589 -1.36289
C -0.00827 -0.41343 -2.93492
C 0.92040 -0.10421 -3.92486
C 0.50863 0.50609 -5.09946
C -0.82689 0.81579 -5.29914
C -1.75970 0.50417 -4.32247
C -1.35337 -0.10358 -3.14443
C 1.77932 -2.40224 -1.81654
C 3.08156 -2.28963 -1.34949
C 4.02471 -3.25746 -1.65753
C 3.66907 -4.34448 -2.43816
C 2.37113 -4.46058 -2.92082
C 1.43342 -3.49267 -2.61494
H -1.78201 -1.57548 -0.79784
H -1.14199 -2.80547 -1.87000
H 1.21953 -2.87439 1.07631
H -0.14062 -3.32328 2.11573
H -2.08789 -2.15306 3.45626
H -4.53954 -2.03893 3.50576
H -5.74682 -0.58931 1.91217
H -4.48829 0.73327 0.24672
H -2.02532 0.60601 0.17424
H 1.89513 -2.54066 3.22031
H 2.66052 -2.44703 5.53761
H 1.69934 -0.79763 7.10247
H -0.05602 0.76206 6.32754
H -0.84455 0.67465 4.00541
H 0.13805 -5.32140 1.40903
H -1.03300 -7.45923 1.48431
H -3.14917 -7.78359 0.23944
H -4.09014 -5.89625 -1.05987
H -2.97422 -3.72780 -1.08543
H 1.96325 -0.33961 -3.77884
H 1.23876 0.73639 -5.86307
H -1.14140 1.29175 -6.21790
H -2.80596 0.73242 -4.47585
H -2.09905 -0.32159 -2.39355
H 3.36609 -1.42377 -0.77266
H 5.03861 -3.15595 -1.29607
H 4.40287 -5.10084 -2.67841
H 2.09272 -5.30555 -3.53473
H 0.42818 -3.59061 -3.00562
N 2.70978 4.10225 -0.65959
C 3.34408 3.18960 -1.67971
C 2.76618 1.76496 -1.50482
O 3.26540 0.84950 -2.11865
O 1.78373 1.75217 -0.68491
H 2.17739 4.85914 -1.08743
H 3.38199 4.48867 -0.00059
H 2.02915 3.43652 -0.13369
H 4.42114 3.18207 -1.53473
H 3.11890 3.55309 -2.68088
Br 0.41632 6.26467 -4.16861
C -1.34605 5.58203 -4.20544
C -2.29267 6.26766 -4.95623
C -3.59473 5.80465 -5.01557
C -3.95592 4.65701 -4.32296
C -3.01117 3.97824 -3.57415
C -1.69947 4.43904 -3.51304
I -0.34593 3.33436 -2.38609
H -2.00042 7.15965 -5.49066
H -4.32410 6.34317 -5.60267
H -4.97142 4.28992 -4.36302
H -3.28333 3.08239 -3.03359
*
```



Respective maximum force values: 0.839 3.361 0.302 1.118 eV/A.